(1)
A 2-piece molecular cluster, C3H11NOS overall in a non-equilibrium geometry. Source: the Open Molecules 2025 dataset; level of theory: the ωB97M-V functional and the def2-TZVPD basis.

Calculated values
frontier orbital gap	9.8	eV
energy relative to the best compared isomer or geometry (same formula, charge and spin)	28.0	kcal per mole
SMILES string	NCCCS.O
E_HOMO	-8.95	eV

Atoms and positions in Å:
N -0.99 0.80 -0.59
C -0.92 -0.17 0.55
C 0.33 -1.04 0.30
C 1.53 -0.55 1.11
S 1.39 -0.73 2.93
H -1.12 1.76 -0.25
H -1.92 0.78 -1.01
H -1.07 0.36 1.48
H -1.70 -0.89 0.31
H 0.17 -2.12 0.29
H 0.61 -0.85 -0.73
H 1.47 0.54 1.06
H 2.49 -0.79 0.67
H 0.87 -1.97 3.03
O -0.76 1.57 -3.15
H -0.39 2.27 -2.61
H 0.01 1.03 -3.37

=====

(2)
A 3-piece molecular cluster, C3H11NOS overall in a non-equilibrium geometry. Source: the Open Molecules 2025 dataset; level of theory: the ωB97M-V functional and the def2-TZVPD basis.

Calculated values
frontier orbital gap	7.9	eV
energy relative to the best compared isomer or geometry (same formula, charge and spin)	99.0	kcal per mole
E_HOMO	-9.07	eV

Atoms and positions in Å:
C 0.28 2.88 1.28
S -0.88 1.58 0.62
H 1.32 2.55 1.25
H 0.19 3.79 0.64
H -0.01 3.15 2.31
C -0.04 -1.53 0.21
O -0.52 -2.99 0.37
C -0.43 -1.26 -1.22
N 0.41 -0.10 -1.71
H 1.06 -1.53 0.23
H -0.49 -1.03 1.09
H -0.17 -3.26 1.24
H -0.17 -2.16 -1.80
H -1.53 -1.11 -1.25
H 0.20 0.00 -2.73
H 0.70 0.29 0.64
H 0.07 0.73 -1.18

=====

(3)
A 2-piece molecular cluster, C3H11NOS overall in a non-equilibrium geometry. Source: the Open Molecules 2025 dataset; level of theory: the ωB97M-V functional and the def2-TZVPD basis.

Calculated values
⟨S²⟩	0.753
spin multiplicity	2
frontier orbital gap (spin up / spin down)	7.2 / 2.7	eV
energy relative to the best compared isomer or geometry (same formula, charge and spin)	54.2	kcal per mole
E_HOMO (spin up / spin down)	-11.62 / -11.62	eV
total charge	+1

Atoms and positions in Å:
C 1.88 -0.03 -0.98
S 2.57 -1.63 -1.26
C 4.39 -0.97 -1.42
H 1.83 0.78 -1.68
H 0.75 -0.28 -0.76
H 2.01 0.33 0.05
H 4.96 -1.96 -1.48
H 4.63 -0.46 -0.51
H 4.69 -0.54 -2.46
N -3.65 2.12 2.41
C -3.77 0.86 1.95
O -3.91 0.87 0.50
H -4.46 2.80 2.22
H -2.75 2.40 1.97
H -4.81 0.37 2.11
H -2.99 0.21 2.39
H -3.18 1.43 0.14

=====

(4)
A 2-piece molecular cluster, C3H11NOS2 overall in a non-equilibrium geometry. Source: the Open Molecules 2025 dataset; level of theory: the ωB97M-V functional and the def2-TZVPD basis.

Calculated values
frontier orbital gap	9.0	eV
energy relative to the best compared isomer or geometry (same formula, charge and spin)	45.6	kcal per mole
SMILES string	CNCCSS.O
E_HOMO	-8.86	eV

Atoms and positions in Å:
C -0.10 -1.52 2.88
N -0.05 -0.88 1.51
C 0.90 -1.41 0.57
C 0.07 -1.97 -0.67
S -0.10 -0.67 -2.00
S 0.45 1.30 -1.41
H -0.29 -2.53 2.94
H -0.86 -0.89 3.47
H 0.81 -1.41 3.50
H 0.19 0.11 1.63
H 1.71 -0.71 0.35
H 1.53 -2.30 0.86
H -0.86 -2.40 -0.34
H 0.45 -2.81 -1.20
H 1.64 1.48 -2.03
O -1.47 3.69 1.94
H -2.11 4.23 1.37
H -0.82 3.26 1.16

=====

(5)
A 3-piece molecular cluster, C3H11NOS2 overall in a non-equilibrium geometry. Source: the Open Molecules 2025 dataset; level of theory: the ωB97M-V functional and the def2-TZVPD basis.

Calculated values
frontier orbital gap	5.1	eV
energy relative to the best compared isomer or geometry (same formula, charge and spin)	128.3	kcal per mole
E_HOMO	-8.95	eV

Atoms and positions in Å:
S 1.83 -3.02 1.52
S -0.69 2.66 -2.89
C -1.47 1.38 -1.81
C -0.91 1.02 -0.28
N -0.34 -0.28 -0.05
C -0.76 -1.30 0.90
H 0.49 2.41 -2.31
H -1.32 0.37 -2.24
H -2.62 1.53 -1.74
H -0.17 1.83 -0.08
H -1.67 1.24 0.45
H 0.49 -0.49 -0.51
H -1.23 -0.90 1.79
H -1.52 -2.02 0.43
H 0.02 -1.96 1.31
H 3.33 -1.52 1.58
H 3.06 -0.39 2.37
O 3.47 -0.56 1.56

=====

(6)
A 2-piece molecular cluster, C3H11NOS2 overall in a non-equilibrium geometry. Source: the Open Molecules 2025 dataset; level of theory: the ωB97M-V functional and the def2-TZVPD basis.

Calculated values
frontier orbital gap	9.6	eV
energy relative to the best compared isomer or geometry (same formula, charge and spin)	2.6	kcal per mole
SMILES string	CSSCCN.O
E_HOMO	-8.82	eV

Atoms and positions in Å:
C -2.87 -0.76 -1.01
S -1.59 -0.41 0.27
S 0.13 -0.93 -0.73
C 0.78 0.66 -1.33
C 1.05 1.65 -0.23
N 2.34 1.37 0.41
H -2.50 -0.29 -1.91
H -3.72 -0.26 -0.56
H -2.99 -1.83 -1.11
H 1.68 0.39 -1.88
H 0.15 1.02 -2.12
H 1.12 2.67 -0.59
H 0.27 1.60 0.52
H 2.19 0.81 1.23
H 2.83 2.20 0.67
O 1.40 -0.45 2.75
H 2.02 -0.88 3.34
H 1.52 -0.88 1.89